Molecular formula: C36H70Cl6N6O18
Method: DFT, ωB97M-V/def2-TZVPD

Calculated values
LUMO: 0.05 eV
E_tot: -159401.5546 eV
ΔE to the lowest compared entry with this formula, charge and spin: 0.00 kJ/mol
frontier orbital gap: 0.3312 hartree

Geometry as XYZ:
```
136
Properties=species:S:1:pos:R:3:forces:R:3
C -2.26885 5.15882 2.58013 -0.31 -0.46 -0.66
C -1.31359 4.69703 1.47596 -1.02 0.68 -0.85
O -0.15625 4.22042 2.12853 -0.60 0.00 0.19
C -0.48704 4.03073 3.43225 0.65 0.06 -0.27
O 0.18291 3.42081 4.19574 0.03 -0.10 0.28
O -1.63970 4.63496 3.74045 -0.65 0.40 0.45
H -3.25124 4.70287 2.43716 0.10 -0.25 0.30
H -2.47967 6.22895 2.57933 0.67 0.10 0.60
H -1.10542 5.52580 0.80253 0.47 -0.09 0.04
H -1.81440 3.92360 0.89362 0.51 -0.29 -0.01
C -0.07437 0.47128 5.03463 0.85 -0.06 0.22
C 1.03251 0.52349 3.98127 -0.98 -1.07 -0.54
O 2.03237 1.34223 4.52283 0.49 0.37 -0.58
C 1.86434 1.43234 5.84596 -1.20 -0.50 0.04
O 2.63753 1.88073 6.61536 0.46 0.31 0.34
O 0.66193 0.88125 6.19065 0.09 0.10 0.50
H -0.39566 -0.56168 5.16249 -0.22 0.10 0.18
H -0.92675 1.13382 4.89971 0.14 0.06 -0.18
H 0.64518 0.81147 3.00692 0.39 0.62 0.00
H 1.45676 -0.47764 3.85450 0.03 -0.04 -0.02
C 3.47550 0.91026 -4.37624 -0.07 -0.45 0.02
C 3.06376 1.40527 -2.98480 -2.41 0.70 -1.35
O 3.21013 0.28466 -2.14167 0.28 0.32 0.98
C 3.66636 -0.76111 -2.83152 0.67 0.44 -0.29
O 3.80461 -1.85697 -2.40148 0.23 -0.42 0.32
O 3.99323 -0.39268 -4.07094 0.47 -0.23 -0.71
H 4.21329 1.52983 -4.88154 0.29 -0.18 0.22
H 2.65532 0.72171 -5.06693 -0.14 0.44 0.24
H 1.98326 1.59757 -2.98085 0.10 0.10 -0.24
H 3.46193 2.37688 -2.72165 1.01 -0.42 0.82
C -2.78808 0.53490 -5.83997 -0.19 -0.55 -1.16
C -1.97885 0.60495 -7.14187 -0.17 0.18 0.55
O -0.73141 1.15560 -6.67989 0.00 -0.24 -0.22
C -0.60103 0.81319 -5.37571 0.91 0.45 -0.52
O 0.43045 0.77245 -4.77651 -0.19 0.16 -0.02
O -1.77767 0.53813 -4.85091 -1.00 -0.35 1.03
H -3.33281 -0.40682 -5.79786 -0.10 0.09 0.27
H -3.48202 1.37148 -5.78329 0.19 0.13 0.55
H -2.48507 1.25878 -7.84547 0.44 0.06 -0.24
H -1.78018 -0.37931 -7.56374 -0.05 0.05 -0.13
C 3.48186 -2.06785 0.86704 -0.78 -0.84 -0.29
C 4.22963 -0.96090 1.52768 -0.53 0.36 0.12
O 4.78180 -0.12317 0.82868 0.40 0.17 0.29
N 4.16505 -0.87011 2.88044 0.25 0.05 0.04
C 4.91301 0.11499 3.65597 0.29 -0.71 0.20
H 2.69051 -1.64418 0.24676 0.32 0.26 -0.17
H 2.93356 -2.77458 1.49707 0.44 0.07 0.43
H 4.13202 -2.63206 0.20046 0.08 0.12 0.01
H 3.73876 -1.61103 3.40386 -0.06 -0.17 -0.20
H 4.49936 1.11206 3.54345 0.21 0.09 -0.03
H 5.97697 0.03517 3.42473 -0.07 0.45 -0.41
H 4.87963 -0.19258 4.70160 -0.40 0.21 0.03
C 2.39207 2.65149 1.00139 0.71 -0.62 -0.39
C 3.65217 3.49117 1.14671 -0.49 0.74 -1.14
O 3.62741 4.72228 1.20004 -0.21 -0.22 0.42
N 4.79399 2.80803 1.05530 0.56 -0.15 0.25
C 6.10722 3.38036 1.26951 0.55 -0.74 0.04
H 2.62652 1.74092 0.43981 0.17 -0.09 0.19
H 1.63821 3.14308 0.39109 -0.13 0.36 0.52
H 2.05610 2.33907 1.98808 -0.37 0.26 -0.02
H 4.78157 1.79817 0.96256 -0.19 -0.03 0.04
H 6.70404 3.42659 0.35519 -0.24 0.11 -0.16
H 6.62723 2.66248 1.91061 0.18 0.29 0.14
H 6.11936 4.36160 1.72951 -0.46 0.01 0.06
C -0.16043 -4.83826 5.24489 0.68 -0.02 0.04
C -0.62394 -4.53131 3.83116 -0.81 -0.17 0.79
O -1.77278 -4.77101 3.47745 0.24 0.20 -0.23
N 0.32590 -4.02698 3.02256 0.65 0.24 0.24
C 0.08399 -3.69996 1.64225 -1.33 -0.07 -0.67
H 0.27514 -3.99284 5.78375 -0.01 0.21 -0.34
H 0.64684 -5.56798 5.13609 -0.10 -0.14 0.28
H -0.93647 -5.22821 5.89417 -0.22 -0.16 -0.38
H 1.20440 -3.82438 3.46729 0.12 -0.05 -0.25
H 0.65922 -2.87789 1.22448 0.29 -0.08 0.45
H -0.96531 -3.39917 1.59656 0.06 0.10 -0.19
H 0.13259 -4.55488 0.96296 0.34 -0.11 0.17
C -5.54769 -3.95067 3.08855 0.23 -0.48 -0.23
C -4.94995 -2.60706 2.74981 -0.91 1.31 -0.75
O -5.68444 -1.67777 2.41244 0.14 -0.04 0.23
N -3.61063 -2.49937 2.70084 0.13 -1.10 0.56
C -2.80750 -1.36443 2.27614 0.40 -1.16 0.30
H -4.86051 -4.72974 2.75085 -0.14 -0.18 0.21
H -6.49003 -4.04249 2.55211 0.10 0.09 -0.18
H -5.80898 -4.12139 4.13191 0.38 0.30 0.15
H -3.11519 -3.35311 2.93799 0.24 0.21 -0.02
H -3.37223 -0.44106 2.29259 0.00 0.01 -0.13
H -2.34687 -1.61042 1.31586 -0.37 0.52 -0.34
H -1.94304 -1.35387 2.94708 -0.13 0.52 0.20
C -2.86304 -3.48515 -3.92430 0.06 1.04 -0.37
C -2.99293 -3.04928 -2.48397 0.35 -0.90 0.16
O -2.00678 -2.78045 -1.80149 0.14 0.57 -0.07
N -4.20967 -3.03894 -1.93694 -0.85 0.27 0.05
C -4.46422 -2.44493 -0.64320 0.34 0.19 0.61
H -3.04363 -4.54647 -4.06707 0.19 -0.06 0.04
H -1.87861 -3.15646 -4.25690 0.22 -0.61 0.14
H -3.52247 -2.90343 -4.57682 -0.42 -0.25 0.22
H -5.00968 -3.39998 -2.42439 0.15 0.06 -0.33
H -4.09446 -3.04635 0.18840 -0.09 -0.25 -0.13
H -5.52561 -2.26014 -0.50564 -0.02 -0.08 -0.06
H -3.93547 -1.49559 -0.54662 -0.11 0.08 -0.17
C 1.75062 -6.24942 -2.76787 1.18 0.13 -0.42
C 0.46827 -5.58292 -2.37562 -1.03 -1.46 0.12
O -0.56121 -6.24711 -2.20788 0.40 0.43 -0.12
N 0.47577 -4.25423 -2.23240 -0.11 0.14 -0.19
C 1.60531 -3.38200 -2.35871 0.25 0.49 0.57
H 1.94557 -6.11667 -3.83759 -0.10 0.31 0.04
H 1.81388 -7.32534 -2.63260 -0.63 0.03 0.39
H 2.60307 -5.80390 -2.24891 -0.01 0.02 -0.05
H -0.41303 -3.82370 -2.01758 -0.21 -0.02 0.02
H 2.10142 -3.35654 -3.33032 -0.20 -0.22 -0.02
H 2.36222 -3.58606 -1.59610 0.01 -0.05 -0.18
H 1.24153 -2.37573 -2.13763 0.10 -0.02 -0.13
Cl -2.38631 1.40830 -0.10471 0.04 -0.07 -0.05
C -1.49230 0.47033 -1.37040 -1.05 -0.50 0.45
C -0.02335 0.52042 -1.11699 -0.06 0.31 -0.62
Cl 0.37747 -0.24978 0.42872 0.10 -0.04 0.15
H -1.83224 0.84856 -2.33082 0.43 0.28 -0.04
H -1.87494 -0.54609 -1.28017 0.15 -0.02 0.02
H 0.30370 1.55841 -1.10419 0.31 -0.15 0.18
H 0.48706 -0.02738 -1.90815 0.09 0.04 0.04
Cl 3.05173 5.14460 -2.37992 -0.17 0.29 0.12
C 1.94307 5.85429 -1.17827 -0.79 0.07 0.79
C 0.48611 5.76714 -1.60769 0.58 -0.56 -1.25
Cl -0.05772 4.04612 -1.81468 -0.06 0.35 0.30
H 2.15442 6.91150 -1.01004 0.32 -0.03 -0.35
H 2.12561 5.36323 -0.22107 0.10 -0.11 -0.12
H 0.39917 6.15510 -2.62176 -0.10 0.21 0.10
H -0.21928 6.28957 -0.97038 0.18 -0.08 0.28
Cl -5.62641 5.72282 -2.82673 -0.07 0.23 -0.23
C -4.95907 4.85779 -1.41928 -0.40 -0.16 -0.39
C -3.61050 4.23799 -1.74554 -0.54 0.67 0.73
Cl -3.80032 2.91630 -2.91998 0.25 0.15 0.12
H -5.70692 4.10440 -1.18013 0.20 -0.13 0.11
H -4.94589 5.58465 -0.60961 0.41 -0.07 0.05
H -3.20061 3.87375 -0.80562 0.09 -0.49 -0.23
H -2.92073 4.99206 -2.11491 -0.02 -0.13 -0.35
```
Positions in Å, forces in eV/Å.